Here is a molecular structure, C16H22As2Mn in a non-equilibrium geometry from OMol25. Energies are from ωB97M-V/def2-TZVPD.

```
! wB97M-V def2-TZVPD RIJCOSX def2/J DEFGRID3
* xyz 3 5
Mn 9.34 9.67 5.54
C 11.26 10.80 4.43
C 10.11 11.37 3.86
C 9.19 11.98 4.76
C 9.40 11.96 6.18
C 10.63 11.39 6.64
C 11.53 10.79 5.73
H 11.97 10.35 3.80
H 9.98 11.40 2.81
H 8.40 12.60 4.46
H 8.65 12.43 6.78
H 10.82 11.57 7.69
H 12.42 10.36 6.23
C 6.57 9.59 3.44
As 6.86 9.14 5.29
C 5.74 10.45 6.21
C 6.43 7.36 5.80
C 5.12 6.98 6.06
C 4.84 5.64 6.33
C 5.89 4.74 6.44
C 7.21 5.13 6.20
C 7.50 6.47 5.91
As 9.20 7.19 5.41
C 9.48 6.39 3.67
C 10.55 6.48 6.52
H 5.61 9.23 3.06
H 7.32 9.06 2.89
H 6.65 10.65 3.26
H 4.78 9.96 6.40
H 5.53 11.31 5.53
H 6.08 10.76 7.20
H 4.35 7.71 5.94
H 3.84 5.32 6.54
H 5.64 3.72 6.82
H 7.95 4.41 6.36
H 9.90 5.39 3.81
H 10.09 6.98 3.02
H 8.49 6.23 3.26
H 10.46 5.47 6.51
H 10.54 6.79 7.53
H 11.46 6.60 6.08
*
```

Relative energy (zero: lowest compared OMol25 entry of this formula, charge and spin), kcal per mole: 7.3
Lowest unoccupied orbital energy (alpha / beta), eV: -13.1 / -11.9
Orbital gap (alpha / beta), eV: 6.1 / 7.2
E_tot, eV: -169915.795